(1)
{"formula": "C25H50Br10O7", "method": "the ωB97M-V functional and the def2-TZVPD basis", "smiles": "CCOC(C)=O.CCOC(C)=O.CCOC(C)=O.CC(C)=O.BrCCBr.BrCCBr.BrCCBr.BrCCBr.BrCCBr", "relative_energy_ev": 4.4561, "lumo_energy_ev": 0.1, "symbols": ["C", "H", "C", "H", "O", "H", "C", "Br", "O", "H", "C", "H", "H", "H", "H", "H", "H", "C", "O", "H", "Br", "H", "Br", "Br", "C", "C", "Br", "H", "H", "H", "H", "H", "H", "H", "H", "Br", "H", "H", "H", "H", "H", "C", "Br", "C", "H", "H", "H", "H", "H", "H", "H", "H", "C", "H", "O", "Br", "C", "C", "H", "H", "H", "O", "C", "H", "C", "C", "C", "O", "C", "C", "O", "C", "H", "C", "H", "H", "C", "H", "C", "H", "H", "C", "H", "C", "H", "C", "H", "H", "H", "H", "Br", "Br"], "xyz": [[6.15, -2.51, 2.44], [-0.98, -0.54, 7.39], [-5.47, 1.23, -6.55], [4.30, 6.38, -3.61], [-0.80, 1.34, 8.53], [-6.35, -1.82, 5.89], [-1.75, -6.83, 0.47], [-6.09, -4.45, 6.35], [-1.15, -0.90, -1.55], [-4.83, 1.22, -4.44], [-0.50, 0.02, -0.97], [0.79, -5.28, -6.01], [-5.18, -2.64, 4.79], [3.34, -0.49, -8.62], [-0.59, -5.18, -7.12], [-3.87, -6.74, 1.18], [-4.57, 0.74, -6.91], [4.35, 6.74, -4.64], [2.08, -3.37, -7.37], [-3.39, -5.33, 0.28], [2.60, 7.67, -5.11], [4.79, 5.95, -6.75], [-4.06, 3.50, -5.44], [-0.98, -5.99, 2.08], [-6.14, -2.72, 5.31], [-1.67, -0.66, 9.49], [-4.21, 8.42, 1.47], [-0.26, 1.20, -2.72], [-0.93, 4.32, 7.76], [-1.63, -7.90, 0.65], [7.15, -1.24, -0.32], [-6.26, 2.23, -4.79], [-2.73, -0.41, 9.41], [-1.83, 8.90, 1.50], [1.73, -0.82, -8.22], [6.04, 4.50, -5.15], [7.16, -4.52, 2.37], [-1.71, 3.68, 9.27], [-1.96, 5.99, 2.47], [-2.17, 8.26, 3.12], [8.49, 0.55, 0.88], [6.31, -4.00, 2.82], [-6.95, -0.07, -6.36], [-2.31, 8.09, 2.05], [3.59, 4.98, -5.82], [-2.39, 6.33, 0.85], [8.82, -0.90, 1.97], [7.66, 0.34, 2.27], [-1.51, -1.74, 9.53], [5.22, 7.39, -4.62], [-1.15, -6.55, -0.40], [-8.15, -2.40, 4.69], [4.49, 5.60, -5.76], [3.96, -2.82, -7.93], [5.37, -1.73, 2.88], [-6.67, -1.80, 2.75], [0.24, 1.11, -1.76], [-7.24, -2.87, 4.34], [0.65, 0.02, 0.87], [-2.67, 3.85, 7.81], [-7.46, -3.90, 4.03], [-0.07, -2.58, -7.88], [2.74, -1.15, -8.00], [1.23, 0.79, -2.09], [-5.30, 1.89, -5.16], [8.08, -0.27, 1.48], [2.94, -2.64, -8.27], [7.01, -2.32, 1.42], [-0.38, 0.13, 0.52], [0.67, -3.43, -7.41], [-2.17, 1.84, 6.71], [-1.67, 3.63, 8.18], [0.16, 2.08, -1.27], [-1.79, 6.72, 1.68], [6.02, -0.56, 0.61], [-1.50, -0.32, 10.51], [-3.23, -6.40, 0.36], [2.91, -0.82, -6.98], [0.13, -4.60, -6.54], [0.18, -0.56, 8.59], [2.72, -3.03, -9.26], [-1.54, 2.20, 7.71], [-5.89, 1.91, -7.28], [6.97, -1.08, 0.74], [-0.43, -4.08, -5.76], [-0.77, -0.08, 8.36], [5.54, -4.59, 2.32], [6.21, -4.17, 3.89], [-0.95, -0.66, 0.99], [-0.74, 1.14, 0.69], [0.18, 6.78, 1.41], [-3.99, -7.18, -1.32]]}

(2)
{"formula": "C30H32NO5PYb", "method": "the ωB97M-V functional and the def2-TZVPD basis", "spin_multiplicity": 2, "relative_energy_ev": 0.0000, "lumo_energy_ev": [2.6, 2.6], "total_charge": -1, "symbols": ["C", "H", "C", "C", "C", "N", "C", "C", "H", "C", "Yb", "H", "H", "H", "C", "H", "H", "H", "H", "C", "P", "H", "C", "C", "O", "H", "C", "H", "C", "H", "C", "C", "C", "C", "C", "C", "O", "C", "C", "H", "O", "H", "C", "H", "O", "H", "H", "C", "C", "C", "C", "C", "H", "H", "H", "C", "C", "H", "O", "H", "H", "C", "H", "H", "H", "H", "H", "H", "H", "H"], "xyz": [[-1.69, 3.52, 0.34], [-5.05, 0.52, -0.89], [2.63, -1.67, 0.26], [-2.51, 0.72, -1.83], [-0.36, 4.19, 0.60], [0.71, 3.53, -0.15], [0.91, -1.32, 2.84], [-4.91, 0.18, -1.92], [2.28, 4.54, 0.90], [-1.23, -1.48, 1.75], [0.72, 0.94, -0.36], [-5.84, 0.34, -2.47], [1.37, 5.09, -1.44], [0.28, -4.11, 2.34], [1.28, -4.75, -0.82], [-0.41, 5.25, 0.36], [-0.15, 4.09, 1.67], [4.31, 1.17, -0.40], [-4.71, -0.89, -1.89], [-4.09, 2.43, -2.63], [0.89, -2.18, 0.12], [-1.58, -0.35, 4.92], [1.82, 2.65, 1.86], [-1.85, -1.03, 2.90], [2.28, 3.03, 2.92], [-1.86, 3.44, -0.74], [0.88, 4.11, -1.48], [1.65, -6.70, -1.64], [-1.09, -0.72, 4.02], [1.99, -1.38, 2.80], [1.68, 3.19, -2.41], [0.29, -0.86, 3.99], [4.10, 0.15, -0.08], [-1.44, 0.51, -1.27], [-3.58, 0.42, -4.03], [2.78, -0.33, -0.15], [1.53, 1.94, -2.15], [5.16, -0.64, 0.34], [0.58, -4.68, 1.47], [-4.98, 2.61, -3.24], [-1.62, 2.23, 0.91], [-2.50, 4.11, 0.78], [1.97, 3.53, 0.61], [2.75, 3.10, -0.02], [1.18, 1.55, 1.63], [3.48, -3.50, 1.04], [6.16, -0.22, 0.36], [3.67, -2.48, 0.72], [-3.76, 0.94, -2.59], [1.03, -6.80, 0.42], [1.35, -6.14, -0.76], [4.95, -1.95, 0.76], [-3.26, 3.00, -3.05], [1.52, -4.24, -1.75], [-4.48, 0.62, -4.62], [0.16, -1.65, 1.71], [0.64, -6.07, 1.53], [-2.19, 1.64, 0.39], [2.35, 3.69, -3.30], [-4.29, 2.81, -1.62], [-1.81, -1.67, 0.85], [0.90, -4.01, 0.29], [-2.73, 0.91, -4.50], [0.39, -6.58, 2.45], [-3.39, -0.65, -4.02], [5.78, -2.55, 1.10], [-2.93, -0.89, 2.92], [-0.10, 4.24, -1.94], [1.08, -7.88, 0.46], [0.88, -0.58, 4.85]]}

Record-wise total energy values, in a.u.: -27249.28798 -3093.52027